Computed, not measured: the molecule C7H10, with ωB97M-V/def2-TZVPD.

Output
Kohn-Sham gap in eV: 10.55
ΔE to the lowest compared entry with this formula, charge and spin in kcal/mol: 61.8
Max |F| in eV Å⁻¹: 0.70
HOMO energy in eV: -9.375
SMILES: C1[C@@H]2CC3(CC3)[C@H]12
E_tot in eV: -7418.3545

Each line ends with the Mulliken charge.
Cartesian coordinates (Å):
C -0.84 0.50 -0.67  -0.500
C -0.04 -0.27 1.88  -0.689
C 0.21 0.18 0.40  0.492
C -0.01 -0.20 -1.72  -0.220
C 1.16 -0.32 -0.74  -0.694
C 0.63 1.02 1.55  -0.506
C -1.29 -0.82 -1.22  -0.642
H -1.03 -0.20 2.34  0.242
H 0.07 0.03 -2.78  0.352
H 1.70 1.05 1.74  0.252
H -1.28 -1.66 -0.54  0.183
H 1.69 -1.28 -0.70  0.286
H 0.07 1.93 1.73  0.253
H 0.56 -1.03 2.39  0.246
H -1.41 1.42 -0.82  0.394
H 1.93 0.45 -0.94  0.276
H -2.13 -0.79 -1.91  0.276

=====

Computed, not measured: the molecule C7H10, with ωB97M-V/def2-TZVPD.

Output
Kohn-Sham gap (spin up / spin down) in eV: 7.43 / 7.31
ΔE to the lowest compared entry with this formula, charge and spin in kcal/mol: 114.1
Max |F| in eV Å⁻¹: 0.58
HOMO energy (spin up / spin down) in eV: -8.319 / -8.185
E_tot in eV: -7416.0864

Each line ends with the Mulliken charge.
Cartesian coordinates (Å):
C 1.14 1.11 -0.77  -1.390
C 0.55 -0.45 1.80  -1.423
C 0.24 -0.12 -0.79  0.206
C -1.29 0.08 -0.72  0.094
C 0.07 -1.04 0.47  0.322
C -1.41 -0.88 0.24  -0.590
C -2.29 0.84 -1.38  -0.526
H 0.46 -2.06 0.35  0.383
H 0.24 -1.07 2.65  0.390
H -1.81 1.31 -2.27  0.193
H 0.48 -0.74 -1.66  0.247
H 1.65 -0.38 1.82  0.323
H 0.92 1.76 0.08  0.306
H -2.27 -1.43 0.63  0.367
H 0.14 0.55 1.96  0.345
H 2.20 0.83 -0.74  0.343
H 0.96 1.69 -1.68  0.411

=====

Computed, not measured: the molecule C7H10, with ωB97M-V/def2-TZVPD.

Output
Kohn-Sham gap in eV: 10.27
ΔE to the lowest compared entry with this formula, charge and spin in kcal/mol: 59.6
Max |F| in eV Å⁻¹: 0.32
HOMO energy in eV: -9.096
SMILES: C=CCC=C1CC1
E_tot in eV: -7418.4521

Each line ends with the Mulliken charge.
Cartesian coordinates (Å):
C 0.37 1.53 -0.87  -0.130
C 1.37 0.89 -1.46  -0.777
C -1.36 -0.15 -0.17  -0.434
C -1.06 1.07 -1.02  -0.637
C -0.51 -0.71 0.68  0.259
C -0.20 -1.87 1.52  -0.519
C 0.75 -0.67 1.44  -0.505
H -1.24 0.77 -2.07  0.323
H -2.32 -0.63 -0.34  0.353
H 0.13 -2.76 0.99  0.198
H 0.57 2.34 -0.17  0.299
H -0.74 -2.07 2.44  0.232
H 0.77 0.00 2.29  0.200
H 1.71 -0.79 0.94  0.224
H 2.41 1.14 -1.26  0.307
H 1.17 0.04 -2.12  0.261
H -1.78 1.88 -0.82  0.347

=====

Computed, not measured: the molecule C7H10 at a distorted geometry, with ωB97M-V/def2-TZVPD.

Output
Kohn-Sham gap in eV: 9.96
ΔE to the lowest compared entry with this formula, charge and spin in kcal/mol: 45.1
Max |F| in eV Å⁻¹: 1.43
HOMO energy in eV: -8.827
SMILES: C[C@]12CC=C[C@H]1C2
E_tot in eV: -7419.0772

Each line ends with the Mulliken charge.
Cartesian coordinates (Å):
C -0.18 1.05 0.61  -0.359
C -1.58 0.99 0.08  -0.681
C -0.43 -0.69 -1.11  -0.516
C 0.00 -0.33 1.37  -0.871
C 1.96 -0.12 -0.17  -1.552
C -1.76 -0.10 -0.69  -0.457
C 0.46 -0.13 -0.04  0.943
H 0.32 2.00 0.79  0.373
H -2.36 1.69 0.35  0.401
H -0.19 -0.31 -2.12  0.283
H 2.28 0.44 -1.06  0.362
H -0.34 -1.78 -1.14  0.305
H 2.37 -1.13 -0.22  0.321
H -2.72 -0.54 -0.95  0.375
H 0.75 -0.85 1.96  0.339
H 2.41 0.38 0.70  0.410
H -1.00 -0.58 1.65  0.325

=====

Computed, not measured: a structure of composition C7H10 at a distorted geometry, with ωB97M-V/def2-TZVPD.

Output
Kohn-Sham gap in eV: 9.02
ΔE to the lowest compared entry with this formula, charge and spin in kcal/mol: 126.5
Max |F| in eV Å⁻¹: 1.86
HOMO energy in eV: -7.930
E_tot in eV: -7415.5512

Each line ends with the Mulliken charge.
Cartesian coordinates (Å):
C -0.06 -0.23 1.78  0.031
C -0.79 -1.36 1.10  -0.723
C -0.41 1.13 1.23  -0.993
C -0.33 0.36 -1.77  -0.396
C 1.13 0.69 -1.58  -0.740
C 0.23 0.35 -0.40  0.617
C 0.47 -0.81 0.50  -0.661
H 1.37 -1.40 0.45  0.445
H -0.62 -0.59 -2.19  0.251
H 0.27 1.54 0.40  0.367
H -0.70 -2.35 1.53  0.290
H 1.85 -0.08 -1.87  0.243
H 0.39 -0.39 2.75  0.385
H -0.98 1.20 -2.05  0.217
H -1.74 -1.16 0.61  0.200
H -1.48 1.28 1.06  0.188
H 1.47 1.70 -1.79  0.279

=====

Computed, not measured: the molecule C7H10, with ωB97M-V/def2-TZVPD.

Output
Kohn-Sham gap in eV: 7.92
ΔE to the lowest compared entry with this formula, charge and spin in kcal/mol: 133.5
Max |F| in eV Å⁻¹: 0.82
HOMO energy in eV: -7.782
E_tot in eV: -7415.2435

Each line ends with the Mulliken charge.
Cartesian coordinates (Å):
C -2.10 2.05 0.71  -0.013
C 0.19 0.14 -0.52  -0.319
C -0.88 -0.80 -0.91  -0.294
C -1.81 -0.57 0.31  -0.719
C 1.32 -0.49 0.21  -0.371
C 2.55 0.36 -0.11  -1.129
C -1.87 0.87 0.61  -0.342
H -1.41 -0.44 -1.81  0.316
H -2.84 -0.88 0.08  0.324
H -1.47 -1.17 1.16  0.271
H 1.47 -1.56 -0.06  0.326
H -2.25 3.10 0.70  0.422
H -0.61 -1.86 -1.03  0.323
H 1.13 -0.49 1.30  0.212
H 3.49 -0.15 0.14  0.370
H 2.50 1.31 0.43  0.296
H 2.55 0.59 -1.17  0.328